1.
Formula: C20H23N3O5S
Source: OMol25
Level of theory: wB97M-V/def2-TZVPD

Geometry (Å):
C1 -9.117 -0.850 0.403
O1 -8.023 -1.645 0.021
C2 -6.768 -1.111 0.121
C3 -6.474 0.168 0.579
C4 -5.163 0.599 0.641
C5 -4.104 -0.215 0.240
N1 -2.792 0.256 0.377
C6 -2.455 1.512 -0.267
C7 -1.253 2.131 0.443
N2 -0.123 1.224 0.431
S1 0.757 1.181 -1.004
O2 0.782 2.516 -1.528
O3 0.319 0.132 -1.883
C8 2.373 0.733 -0.371
C9 2.913 -0.460 -0.813
C10 4.162 -0.863 -0.369
C11 4.852 -0.050 0.538
C12 4.296 1.148 0.964
C13 3.047 1.563 0.517
C14 2.446 2.845 0.989
N3 6.081 -0.494 1.021
C15 6.739 -1.570 0.517
O4 7.780 -1.972 0.978
C16 6.081 -2.175 -0.718
O5 4.674 -2.058 -0.776
C17 -0.460 -0.086 0.945
C18 -1.698 -0.687 0.268
C19 -4.411 -1.496 -0.221
C20 -5.717 -1.936 -0.273
H1 -10.001 -1.464 0.237
H2 -9.189 0.057 -0.207
H3 -9.065 -0.572 1.461
H4 -7.256 0.839 0.900
H5 -4.960 1.588 1.025
H6 -3.306 2.191 -0.227
H7 -2.183 1.348 -1.323
H8 -0.936 3.044 -0.060
H9 -1.499 2.347 1.488
H10 2.356 -1.070 -1.505
H11 4.846 1.760 1.663
H12 1.628 2.638 1.676
H13 3.188 3.459 1.492
H14 2.031 3.388 0.144
H15 6.511 0.003 1.791
H16 6.307 -3.243 -0.759
H17 6.537 -1.690 -1.596
H18 0.405 -0.733 0.791
H19 -0.643 0.020 2.020
H20 -1.966 -1.608 0.789
H21 -1.448 -0.913 -0.779
H22 -3.630 -2.158 -0.558
H23 -5.950 -2.926 -0.632

As for the SMILES: COc1ccc(N2CCN(S(=O)(=O)c3cc4c(cc3C)NC(=O)CO4)CC2)cc1. Its orbital gap is 8.03 eV. For the energy above the lowest of the compared OMol25 structures with the same formula, charge and spin, the calculation gives 210.9 kJ/mol. The total energy comes out at -46655.85445 eV. For the LUMO energy, the calculation gives 0.47 eV.

---

2.
Formula: C20H23N4O9P2V
Source: OMol25
Level of theory: wB97M-V/def2-TZVPD

Geometry (Å):
V1 0.031 0.410 0.649
C1 1.154 0.192 -2.120
N1 0.566 -0.886 -1.304
C2 -0.468 -1.591 -2.092
C3 -1.604 -0.704 -2.528
C4 -2.608 -0.351 -1.637
C5 -3.625 0.484 -2.065
C6 -3.608 0.923 -3.379
C7 -2.570 0.511 -4.200
N2 -1.582 -0.283 -3.796
C8 1.643 -1.849 -0.961
C9 1.151 -3.104 -0.279
C10 0.704 -3.092 1.039
C11 0.255 -4.281 1.590
C12 0.283 -5.437 0.825
C13 0.765 -5.349 -0.471
N3 1.188 -4.214 -1.023
C14 2.171 0.983 -1.341
C15 3.345 1.464 -1.895
C16 4.189 2.235 -1.107
C17 3.838 2.486 0.211
C18 2.656 1.957 0.702
N4 1.841 1.224 -0.065
H1 1.601 -0.213 -3.039
H2 0.347 0.868 -2.407
H3 -0.016 -2.043 -2.984
H4 -0.860 -2.394 -1.469
H5 -2.576 -0.692 -0.609
H6 -4.382 0.808 -1.366
H7 -4.374 1.584 -3.761
H8 -2.523 0.839 -5.234
H9 2.153 -2.166 -1.880
H10 2.358 -1.333 -0.319
H11 0.682 -2.174 1.618
H12 -0.113 -4.293 2.608
H13 -0.057 -6.386 1.218
H14 0.809 -6.230 -1.103
H15 3.584 1.239 -2.926
H16 5.110 2.630 -1.517
H17 4.467 3.080 0.859
H18 2.327 2.097 1.727
O1 -3.351 2.554 3.302
P1 -1.777 2.727 3.241
O2 -1.262 3.713 4.190
O3 -1.241 1.261 3.334
O4 -1.511 3.217 1.712
P2 -2.115 2.554 0.371
O5 -2.593 3.844 -0.464
O6 -0.977 1.943 -0.418
O7 -3.300 1.728 0.723
H19 -3.634 2.101 2.474
H20 -1.849 4.191 -0.970
C19 1.081 0.551 4.723
O8 1.088 1.177 3.451
C20 0.009 0.823 2.616
O9 -0.098 -0.514 2.384
H21 0.295 0.967 5.359
H22 2.051 0.744 5.182
H23 0.931 -0.527 4.624

Its orbital gap (alpha / beta) is 5.71 / 6.62 eV. For the energy above the lowest of the compared OMol25 structures with the same formula, charge and spin, the calculation gives 188.1 kJ/mol. The expectation value of S² is 3.771. Its charge is -1. Its multiplicity is 4. The total energy comes out at -89776.32726 eV. For the LUMO energy (alpha / beta), the calculation gives 2.50 / 2.50 eV.

---

3.
Formula: C20H23N5O2S2
Source: OMol25
Level of theory: wB97M-V/def2-TZVPD

Geometry (Å):
C1 0.926 -2.422 -2.451
C2 -0.136 -1.327 -2.461
N1 -0.225 -0.672 -1.180
C3 0.513 0.362 -0.672
C4 1.621 1.075 -1.371
N2 2.831 1.028 -0.580
C5 3.735 0.030 -0.758
O1 3.662 -0.762 -1.683
C6 4.841 -0.005 0.204
C7 5.883 -0.892 0.179
C8 6.799 -0.695 1.230
C9 6.445 0.337 2.041
S1 4.989 1.090 1.543
N3 0.144 0.618 0.551
N4 -0.840 -0.233 0.881
C10 -1.062 -1.002 -0.156
S2 -2.233 -2.276 -0.274
C11 -2.824 -2.363 1.448
C12 -3.883 -1.304 1.756
O2 -5.067 -1.568 1.773
N5 -3.357 -0.102 2.039
C13 -4.189 1.064 2.233
C14 -4.808 1.551 0.912
C15 -3.770 1.702 -0.164
C16 -3.756 0.841 -1.253
C17 -2.804 0.977 -2.248
C18 -1.843 1.968 -2.159
C19 -1.838 2.821 -1.068
C20 -2.796 2.690 -0.081
H1 0.957 -2.906 -3.422
H2 1.909 -2.008 -2.236
H3 0.685 -3.169 -1.698
H4 -1.119 -1.754 -2.675
H5 0.094 -0.575 -3.219
H6 1.842 0.598 -2.327
H7 1.345 2.121 -1.529
H8 2.812 1.533 0.293
H9 5.971 -1.651 -0.576
H10 7.680 -1.293 1.376
H11 6.954 0.706 2.910
H12 -1.954 -2.266 2.094
H13 -3.269 -3.353 1.537
H14 -2.365 0.044 1.843
H15 -4.994 0.801 2.925
H16 -3.566 1.840 2.679
H17 -5.306 2.506 1.094
H18 -5.557 0.823 0.598
H19 -4.499 0.060 -1.325
H20 -2.816 0.307 -3.097
H21 -1.102 2.079 -2.939
H22 -1.088 3.595 -0.989
H23 -2.791 3.365 0.762

As for the SMILES: CCn1c(CNC(=O)c2cccs2)nnc1SCC(=O)NCCc1ccccc1. Its orbital gap is 8.87 eV. For the energy above the lowest of the compared OMol25 structures with the same formula, charge and spin, the calculation gives 73.6 kJ/mol. The total energy comes out at -54330.65245 eV. For the LUMO energy, the calculation gives 0.29 eV.

---

4.
Formula: C20H23NO5
Source: OMol25
Level of theory: wB97M-V/def2-TZVPD

Geometry (Å):
C1 -6.706 -1.722 0.042
O1 -6.140 -0.596 0.674
C2 -4.909 -0.127 0.325
C3 -4.608 1.123 0.860
C4 -3.399 1.746 0.626
C5 -2.448 1.113 -0.157
C6 -1.145 1.784 -0.472
O2 -1.046 2.626 -1.347
N1 -0.095 1.388 0.282
C7 -0.210 0.377 1.316
C8 1.031 0.362 2.210
C9 2.238 0.177 1.343
C10 3.234 -0.750 1.576
C11 4.321 -0.892 0.715
O3 5.206 -1.850 1.110
C12 6.372 -2.134 0.370
C13 4.391 -0.075 -0.430
O4 5.464 -0.223 -1.276
C14 5.549 0.600 -2.411
C15 3.374 0.844 -0.662
C16 2.308 0.978 0.211
C17 1.210 1.975 0.011
C18 -2.731 -0.132 -0.701
C19 -3.945 -0.769 -0.476
O5 -4.242 -2.008 -0.991
C20 -3.321 -2.618 -1.859
H1 -6.743 -1.599 -1.043
H2 -6.166 -2.639 0.284
H3 -7.722 -1.784 0.433
H4 -5.366 1.593 1.467
H5 -3.198 2.721 1.043
H6 -1.107 0.570 1.912
H7 -0.319 -0.614 0.854
H8 0.944 -0.439 2.944
H9 1.102 1.313 2.746
H10 3.203 -1.392 2.442
H11 6.138 -2.489 -0.636
H12 7.031 -1.267 0.303
H13 6.872 -2.927 0.927
H14 4.708 0.438 -3.093
H15 6.474 0.311 -2.908
H16 5.602 1.659 -2.140
H17 3.404 1.476 -1.535
H18 1.365 2.830 0.686
H19 1.183 2.359 -1.012
H20 -1.983 -0.602 -1.320
H21 -3.121 -1.999 -2.739
H22 -2.378 -2.849 -1.353
H23 -3.794 -3.548 -2.174

As for the SMILES: COc1ccc(C(=O)N2CCc3cc(OC)c(OC)cc3C2)cc1OC. Its orbital gap is 8.62 eV. For the energy above the lowest of the compared OMol25 structures with the same formula, charge and spin, the calculation gives 276.8 kJ/mol. The total energy comes out at -32839.37333 eV. For the LUMO energy, the calculation gives 0.64 eV.

---

5.
Formula: C20H23NO6
Source: OMol25
Level of theory: wB97M-V/def2-TZVPD

Geometry (Å):
C1 4.660 2.959 2.159
C2 4.462 3.156 0.659
O1 4.364 1.936 -0.046
C3 3.247 1.151 0.092
C4 2.059 1.591 0.662
C5 0.934 0.788 0.733
C6 0.967 -0.501 0.232
C7 -0.225 -1.430 0.246
C8 -0.747 -1.661 -1.188
C9 -1.360 -0.425 -1.797
O2 -1.632 0.595 -1.221
O3 -1.602 -0.596 -3.099
N1 -1.300 -0.952 1.081
C10 -2.003 -1.761 1.890
O4 -1.688 -2.898 2.175
C11 -3.264 -1.102 2.467
O5 -3.792 -0.075 1.660
C12 -4.217 -0.390 0.397
C13 -4.222 -1.671 -0.143
C14 -4.642 -1.862 -1.450
C15 -5.059 -0.795 -2.223
C16 -5.066 0.480 -1.678
C17 -4.650 0.684 -0.379
C18 2.155 -0.957 -0.321
C19 3.295 -0.167 -0.403
O6 4.353 -0.785 -1.002
C20 5.661 -0.270 -0.887
H1 5.554 2.366 2.340
H2 3.810 2.443 2.598
H3 4.776 3.925 2.643
H4 5.345 3.637 0.228
H5 3.594 3.796 0.459
H6 1.990 2.594 1.051
H7 0.040 1.187 1.182
H8 0.077 -2.400 0.661
H9 -1.523 -2.430 -1.178
H10 0.055 -2.005 -1.841
H11 -2.030 0.192 -3.471
H12 -1.692 -0.058 0.811
H13 -4.005 -1.884 2.672
H14 -3.004 -0.619 3.414
H15 -3.896 -2.521 0.435
H16 -4.636 -2.860 -1.864
H17 -5.377 -0.954 -3.242
H18 -5.393 1.322 -2.271
H19 -4.638 1.670 0.058
H20 2.234 -1.963 -0.702
H21 6.305 -1.034 -1.321
H22 5.940 -0.112 0.157
H23 5.781 0.665 -1.438

As for the SMILES: CCOc1ccc([C@H](CC(=O)O)NC(=O)COc2ccccc2)cc1OC. Its orbital gap is 8.80 eV. For the energy above the lowest of the compared OMol25 structures with the same formula, charge and spin, the calculation gives 176.9 kJ/mol. The total energy comes out at -34888.56721 eV. For the LUMO energy, the calculation gives 0.71 eV.

---

6.
Formula: C20H24AlB2Br12O18V
Source: OMol25
Level of theory: wB97M-V/def2-TZVPD

Geometry (Å):
O1 -3.333 6.259 -11.515
V1 -4.126 6.217 -12.890
O2 -3.591 7.368 -13.823
Al1 -13.069 1.753 -14.620
O3 -6.299 5.802 -11.533
C1 -7.396 5.313 -11.518
O4 -8.006 4.608 -12.448
B1 -9.309 4.064 -11.935
O5 -9.330 4.575 -10.541
C2 -8.335 5.356 -10.285
O6 -8.094 5.965 -9.298
O7 -10.448 4.647 -12.682
C3 -11.152 3.673 -13.194
O8 -12.122 3.815 -13.901
C4 -10.515 2.319 -12.752
O9 -9.447 2.597 -12.038
O10 -10.941 1.282 -13.162
O11 -10.992 2.930 -16.130
C5 -9.800 2.959 -16.272
O12 -8.951 2.803 -15.301
B2 -7.613 3.042 -15.774
O13 -7.707 3.320 -17.212
C6 -8.999 3.193 -17.567
O14 -9.483 3.309 -18.645
O15 -6.657 1.959 -15.438
C7 -5.611 2.451 -14.809
O16 -4.645 1.875 -14.419
C8 -5.934 3.946 -14.512
O17 -7.048 4.206 -15.066
O18 -5.263 4.663 -13.789
Br1 -13.527 6.187 -21.242
C9 -13.080 4.944 -19.779
C10 -14.055 5.200 -18.659
Br2 -13.928 3.638 -17.460
H1 -12.064 5.172 -19.462
H2 -13.083 3.947 -20.203
H3 -15.072 5.379 -19.010
H4 -13.840 6.100 -18.086
Br3 -6.973 7.722 -14.128
C11 -8.414 7.584 -15.467
C12 -9.476 6.665 -14.920
Br4 -10.795 6.193 -16.340
H5 -8.022 7.130 -16.372
H6 -8.811 8.586 -15.577
H7 -10.041 7.072 -14.089
H8 -9.077 5.681 -14.700
Br5 -5.342 1.736 -19.277
C13 -6.147 3.351 -20.073
C14 -5.479 3.685 -21.384
Br6 -6.403 5.201 -22.202
H9 -5.958 4.084 -19.294
H10 -7.223 3.236 -20.169
H11 -5.523 2.836 -22.063
H12 -4.422 3.907 -21.256
Br7 -8.581 -0.736 -21.615
C15 -9.731 0.420 -20.523
C16 -9.835 -0.014 -19.063
Br8 -11.531 0.619 -18.351
H13 -10.730 0.440 -20.952
H14 -9.374 1.447 -20.604
H15 -9.023 0.245 -18.393
H16 -9.960 -1.097 -19.104
Br9 -6.001 -1.259 -16.956
C17 -4.444 -0.936 -15.889
C18 -4.722 -1.469 -14.476
Br10 -3.222 -0.932 -13.348
H17 -4.141 0.095 -16.029
H18 -3.662 -1.546 -16.349
H19 -4.805 -2.553 -14.508
H20 -5.665 -1.109 -14.073
Br11 -1.303 0.656 -16.976
C19 -1.866 2.301 -16.033
C20 -2.832 3.138 -16.837
Br12 -2.915 5.017 -16.241
H21 -0.936 2.804 -15.783
H22 -2.323 2.004 -15.091
H23 -3.866 2.805 -16.813
H24 -2.603 3.083 -17.901

Its orbital gap is 1.55 eV. Its charge is +2. The total energy comes out at -932120.39633 eV. For the LUMO energy, the calculation gives -12.69 eV.

---

7.
Formula: C20H24B2ClF4N2O10PS2SeW
Source: OMol25
Level of theory: wB97M-V/def2-TZVPD

Geometry (Å):
W1 -0.351 -0.057 0.673
O1 1.143 -3.394 -1.003
B1 -0.215 -2.925 -0.866
O2 -1.039 -3.780 -1.689
C1 -0.211 -4.684 -2.258
C2 -0.520 -5.708 -3.123
C3 0.534 -6.509 -3.577
C4 1.838 -6.276 -3.169
C5 2.146 -5.232 -2.288
C6 1.104 -4.450 -1.845
H1 -1.542 -5.878 -3.436
H2 0.325 -7.323 -4.260
H3 2.635 -6.911 -3.537
H4 3.159 -5.040 -1.962
C7 0.325 3.416 4.346
C8 -0.341 2.178 4.915
C9 0.052 1.921 6.361
O3 -0.095 0.967 4.175
P1 1.127 0.565 3.245
S1 0.819 -1.275 2.641
S2 1.277 1.676 1.580
O4 2.327 0.789 4.298
C10 3.746 0.575 4.148
C11 4.362 1.506 3.119
C12 4.067 -0.883 3.894
H5 0.022 4.274 4.954
H6 0.009 3.601 3.322
H7 1.413 3.333 4.390
H8 -1.424 2.302 4.845
H9 1.136 1.828 6.450
H10 -0.408 0.999 6.717
H11 -0.287 2.749 6.989
H12 4.116 0.851 5.142
H13 4.080 1.207 2.112
H14 5.452 1.455 3.202
H15 4.046 2.535 3.294
H16 3.752 -1.181 2.894
H17 3.573 -1.520 4.630
H18 5.148 -1.021 3.976
Cl1 4.596 -0.208 -2.186
C13 3.327 -1.294 -1.521
C14 2.776 -0.756 -0.189
O5 3.552 -0.545 0.727
O6 1.504 -0.645 -0.233
H19 3.796 -2.260 -1.359
H20 2.545 -1.368 -2.270
O7 -0.656 -1.951 -0.149
Se1 -3.127 -0.838 0.915
O8 -4.403 -0.006 1.450
O9 -2.186 0.197 -0.141
O10 -1.815 -0.591 2.026
F1 -0.958 3.379 -0.368
B2 -1.666 3.411 0.851
F2 -3.011 3.674 0.619
F3 -1.117 4.417 1.679
F4 -1.510 2.156 1.515
N1 0.848 2.320 -6.457
C15 0.647 2.008 -5.369
C16 0.395 1.613 -4.009
C17 1.153 2.133 -2.969
C18 0.868 1.724 -1.682
N2 -0.098 0.847 -1.391
C19 -0.824 0.354 -2.398
C20 -0.614 0.703 -3.718
H21 1.947 2.844 -3.145
H22 1.438 2.115 -0.855
H23 -1.599 -0.341 -2.114
H24 -1.224 0.268 -4.496

Its orbital gap is 5.67 eV. For the energy above the lowest of the compared OMol25 structures with the same formula, charge and spin, the calculation gives 250.0 kJ/mol. Its charge is -2. The total energy comes out at -167477.65046 eV. For the LUMO energy, the calculation gives 4.07 eV.

---

8.
Formula: C20H24B2ClF4N2O10PS2SeW
Source: OMol25
Level of theory: wB97M-V/def2-TZVPD

Geometry (Å):
W1 -1.200 0.714 -0.840
O1 0.010 4.206 -1.929
B1 -0.958 3.747 -0.912
O2 -0.771 4.734 0.230
C1 0.049 5.687 -0.223
C2 0.444 6.848 0.406
C3 1.325 7.708 -0.271
C4 1.784 7.393 -1.538
C5 1.379 6.209 -2.176
C6 0.514 5.372 -1.510
H1 0.078 7.080 1.399
H2 1.649 8.625 0.208
H3 2.469 8.064 -2.044
H4 1.738 5.945 -3.162
C7 1.649 -2.539 1.410
C8 0.530 -3.559 1.513
C9 1.036 -4.988 1.605
O3 -0.489 -3.477 0.487
P1 -0.322 -3.262 -1.104
S1 -1.849 -4.080 -1.982
S2 0.283 -1.363 -1.513
O4 1.031 -4.113 -1.339
C10 1.881 -4.167 -2.509
C11 3.092 -3.276 -2.297
C12 1.165 -3.887 -3.819
H5 2.269 -2.624 2.307
H6 1.277 -1.519 1.337
H7 2.275 -2.719 0.538
H8 -0.036 -3.345 2.426
H9 1.595 -5.248 0.707
H10 0.200 -5.682 1.709
H11 1.690 -5.089 2.474
H12 2.212 -5.209 -2.519
H13 2.802 -2.228 -2.218
H14 3.780 -3.391 -3.138
H15 3.617 -3.558 -1.383
H16 0.815 -2.855 -3.864
H17 0.309 -4.547 -3.947
H18 1.871 -4.050 -4.636
Cl1 -5.894 -1.792 0.845
C13 -4.204 -2.140 0.350
C14 -3.677 -1.150 -0.690
O5 -4.383 -0.677 -1.544
O6 -2.400 -0.913 -0.508
H19 -4.178 -3.131 -0.091
H20 -3.586 -2.127 1.242
O7 -2.348 3.892 -1.359
Se1 -3.602 2.675 -1.579
O8 -0.634 2.403 -0.402
O9 -1.381 0.911 -2.477
O10 -2.951 1.462 -0.441
F1 1.295 0.616 0.405
B2 2.175 1.089 -0.650
F2 2.689 2.324 -0.303
F3 3.191 0.149 -0.837
F4 1.347 1.164 -1.809
N1 -0.986 0.094 6.919
C15 -1.009 0.166 5.774
C16 -1.038 0.257 4.327
C17 -1.156 -0.889 3.563
C18 -1.185 -0.755 2.183
N2 -1.098 0.424 1.586
C19 -0.977 1.527 2.317
C20 -0.946 1.487 3.703
H21 -1.229 -1.862 4.027
H22 -1.284 -1.609 1.527
H23 -0.892 2.453 1.761
H24 -0.849 2.398 4.276

Its orbital gap is 6.01 eV. For the energy above the lowest of the compared OMol25 structures with the same formula, charge and spin, the calculation gives 99.1 kJ/mol. Its charge is -2. The total energy comes out at -167479.21388 eV. For the LUMO energy, the calculation gives 3.49 eV.

---

| no. | maximum force (eV/Å) |
| --- | --- |
| 1 | 1.073 |
| 2 | 0.154 |
| 3 | 1.202 |
| 4 | 0.622 |
| 5 | 0.661 |
| 6 | 2.675 |
| 7 | 0.515 |
| 8 | 1.041 |